1.
A cluster of 3 separate species, C7H8NO4 in total in a non-equilibrium geometry. Source: the Open Molecules 2025 dataset; level of theory: ωB97M-V/def2-TZVPD.

Geometry as XYZ:
```
20
Properties=species:S:1:pos:R:3:nbo_charge:R:1
C 1.9518 0.3914 0.0564 -0.66
C 2.0312 1.5798 -0.7051 -0.12
C 2.7937 -0.2365 0.8274 0.78
C 0.1391 -2.6067 -0.4523 0.19
C -1.0827 -1.7923 -0.6738 0.68
C 3.2088 2.1436 -1.1072 -0.49
C -3.6317 -0.1108 1.1265 -0.24
N 1.2034 -2.9428 -0.1660 -0.39
O -2.1685 -2.3319 -0.9143 -0.68
O -0.8159 -0.6008 -0.5421 -0.73
O 3.4630 -0.7709 1.5793 -0.46
O -2.9112 0.9698 0.5241 -0.79
H 1.0137 0.0306 -0.2422 0.34
H 1.0188 1.8583 -0.9946 0.22
H 3.1809 3.1475 -1.5552 0.18
H 4.1704 2.0033 -0.5591 0.18
H -3.9951 0.1943 2.0589 0.15
H -2.9904 -0.9467 1.3043 0.17
H -4.4171 -0.4178 0.4259 0.16
H -2.1622 0.4385 0.0091 0.51
```

- Highest occupied orbital energy: -0.191 Ha
- Largest force on an atom: 2.95 eV/Å
- Net charge: -1

***

2.
An isolated molecule of C7H8O in a non-equilibrium geometry. Source: the Open Molecules 2025 dataset; level of theory: ωB97M-V/def2-TZVPD.

Geometry as XYZ:
```
16
Properties=species:S:1:pos:R:3:nbo_charge:R:1
C -1.2123 -0.8047 0.1237 -0.70
C 0.2311 -0.5071 -0.1721 0.36
C 0.2595 0.4761 -2.2844 0.14
C -0.2884 1.6112 -1.7997 -0.54
C 1.1566 -0.3548 0.8145 -0.34
C 0.9409 -0.4960 2.2349 -0.04
C 0.8322 -0.5151 3.4435 -0.21
H -1.8874 -0.2740 -0.5191 0.24
H -1.5093 -1.9835 0.1918 0.24
H -1.3849 -0.4018 1.1690 0.24
H 0.4603 0.2779 -3.3476 0.20
H -0.4738 1.8393 -0.7281 0.22
H -0.6409 2.3651 -2.4966 0.22
H 2.1456 0.0047 0.4363 0.25
H 0.6473 -0.6745 4.4480 0.23
O 0.7235 -0.5628 -1.5142 -0.50
```

- Highest occupied orbital energy: -0.328 Ha
- SMILES: C#C/C=C(\C)OC=C
- Largest force on an atom: 3.02 eV/Å

***

3.
An isolated molecule of C7H8O in a non-equilibrium geometry. Source: the Open Molecules 2025 dataset; level of theory: ωB97M-V/def2-TZVPD.

Geometry as XYZ:
```
16
Properties=species:S:1:pos:R:3:nbo_charge:R:1
C 1.3345 -1.5420 0.5429 -0.10
C 0.1752 -0.7135 0.2223 -0.03
C 0.5274 0.3971 -0.5732 -0.28
C -0.7429 1.1363 -0.4945 -0.06
C -1.2179 2.3609 -1.0010 -0.30
C -1.5696 0.5733 0.6402 -0.19
C -1.0234 -0.6381 1.0414 -0.28
H 2.2364 -1.7159 -1.2153 0.46
H 1.7485 -1.4205 1.5681 0.20
H 1.2233 -2.6424 0.3261 0.18
H 1.3346 0.6742 -1.2327 0.25
H -0.3296 2.6884 -1.6360 0.21
H -2.0774 2.7427 -0.6800 0.20
H -2.6649 0.8208 1.0307 0.22
H -1.4035 -1.2957 1.8545 0.24
O 2.4494 -1.4256 -0.3935 -0.73
```

- Highest occupied orbital energy: -0.310 Ha
- SMILES: C=C1C=CC(CO)=C1
- Largest force on an atom: 9.52 eV/Å

***

4.
An isolated molecule of C7H8O. Source: the Open Molecules 2025 dataset; level of theory: ωB97M-V/def2-TZVPD.

Geometry as XYZ:
```
16
Properties=species:S:1:pos:R:3:nbo_charge:R:1
O 2.7144 -0.6485 0.1160 -0.71
H 2.4843 -1.2245 -0.6217 0.47
C 1.6271 -0.6068 1.0090 -0.08
C 0.3303 -0.1621 0.3771 -0.07
C -0.8869 -0.5786 0.9007 -0.22
C -2.0744 -0.1624 0.3263 -0.20
C -2.0575 0.6693 -0.7812 -0.22
C -0.8478 1.0871 -1.3083 -0.22
C 0.3400 0.6753 -0.7304 -0.17
H 1.2872 1.0048 -1.1328 0.22
H -0.8282 1.7376 -2.1704 0.21
H -2.9852 0.9904 -1.2311 0.21
H -3.0159 -0.4911 0.7413 0.21
H -0.9018 -1.2305 1.7628 0.21
H 1.9197 0.1096 1.7847 0.19
H 1.4850 -1.5861 1.4914 0.17
```

- Highest occupied orbital energy: -0.339 Ha
- SMILES: OCc1ccccc1
- Largest force on an atom: 0.39 eV/Å

***

E: -17067.982; -9432.276; -9431.905; -9436.015 (eV)
Energy relative to the best compared isomer or geometry (same formula, charge and spin): 55.2; 91.5; 100.0; 5.3 (kcal per mole)